# 1
Molecular formula: C17H52N8O9
Method: DFT, ωB97M-V/def2-TZVPD

As for the lowest unoccupied orbital energy: -0.0117 Eh. As for the SMILES: NC(N)=O.NC(N)=O.NC(N)=O.NC(N)=O.CC(C)O.CC(C)O.CC(C)O.CC(C)O.CO. The net charge is 0.

The geometry in XYZ format:
```
86
Properties=species:S:1:pos:R:3:forces:R:3:lowdin_charge:R:1
C -27.282 10.526 -6.111 -0.9 -2.2 -1.2 -0.200
O -26.184 11.336 -6.324 -0.3 1.8 1.2 -0.091
H -27.134 9.607 -5.522 0.5 0.4 0.3 0.048
H -27.501 10.084 -7.099 -0.9 0.2 0.2 0.084
H -28.174 10.992 -5.688 0.4 0.6 -0.3 0.086
H -25.481 10.799 -6.639 1.0 -0.8 -0.2 0.050
C -23.858 8.026 -4.631 -3.1 2.9 0.4 -0.570
O -24.626 9.148 -4.752 3.6 -3.9 -0.4 -0.113
N -23.107 7.435 -5.537 1.7 -0.3 -3.0 0.168
N -23.945 7.361 -3.482 -0.5 0.3 2.3 0.085
H -22.892 7.902 -6.453 -0.5 -0.7 1.6 0.148
H -22.564 6.547 -5.287 -0.5 1.6 -0.4 0.087
H -24.467 7.986 -2.702 1.4 -2.5 -1.2 0.044
H -23.594 6.392 -3.233 0.0 2.0 -0.7 0.081
C -27.233 5.625 -3.829 -9.0 -3.7 0.6 -0.662
O -28.565 5.429 -3.717 5.2 1.8 -0.7 -0.079
N -26.522 6.635 -3.656 -0.3 6.6 1.1 0.220
N -26.498 4.568 -3.993 1.1 -2.9 -0.1 0.131
H -27.043 7.524 -3.457 1.3 -1.4 -0.2 0.128
H -25.513 6.572 -3.592 -0.3 0.6 -0.2 0.062
H -27.016 3.801 -4.287 -0.8 -1.8 -0.4 0.074
H -25.510 4.587 -4.200 -0.2 0.3 -0.2 0.028
C -26.143 9.137 -1.710 -5.5 1.6 6.9 -0.603
O -26.998 9.269 -0.630 4.5 -1.1 -5.2 -0.110
N -26.524 9.302 -2.926 -2.5 1.0 -2.0 0.141
N -24.843 8.826 -1.572 3.0 0.3 3.0 0.103
H -27.522 9.539 -3.016 0.9 0.0 -0.1 0.153
H -25.877 9.196 -3.740 0.0 0.4 0.1 0.045
H -24.592 8.609 -0.554 -0.4 0.7 -2.1 0.177
H -24.155 9.424 -2.090 -1.0 -0.2 1.0 0.159
C -22.890 4.504 -4.110 8.8 5.8 -1.3 -0.565
O -21.701 5.002 -4.706 -5.9 -3.0 2.6 -0.117
N -24.023 4.349 -4.688 -3.2 -1.2 -5.7 0.119
N -23.122 4.769 -2.860 4.0 -0.5 3.5 0.169
H -24.031 4.831 -5.599 0.1 -0.6 0.2 0.149
H -24.221 3.349 -4.820 -0.3 -0.3 -0.3 0.088
H -22.255 4.886 -2.326 -0.5 0.0 0.1 0.157
H -23.959 4.509 -2.356 -0.6 -0.6 0.2 0.059
C -22.107 0.597 -4.350 0.3 1.9 0.8 -0.002
C -23.569 0.930 -4.366 0.9 -8.4 7.8 -0.644
C -24.020 1.526 -3.057 -0.9 -0.1 1.4 -0.019
O -24.002 1.720 -5.188 -2.1 8.0 -9.6 -0.008
H -21.652 1.507 -3.960 0.5 0.3 -0.1 0.084
H -21.609 0.392 -5.267 0.0 -0.5 -1.0 0.080
H -21.859 -0.116 -3.610 0.0 -1.1 0.6 0.083
H -24.179 0.011 -4.539 0.6 -0.6 0.7 0.159
H -23.263 2.093 -2.592 1.5 0.3 0.8 0.061
H -24.418 0.818 -2.335 0.1 0.0 0.1 0.098
H -24.748 2.344 -3.175 -0.4 -0.9 -0.3 0.069
H -23.502 1.610 -6.002 -0.5 0.3 -0.8 0.148
C -27.575 3.930 -7.944 -0.4 0.2 1.6 -0.032
C -26.672 3.149 -6.972 -3.9 4.3 3.8 -0.640
C -27.533 2.155 -6.174 0.5 -1.9 -0.8 -0.043
O -25.583 2.680 -7.455 6.6 -3.4 -3.6 -0.009
H -27.036 4.716 -8.499 -0.2 -0.5 0.1 0.081
H -28.317 4.411 -7.230 0.5 -0.4 -1.3 0.102
H -28.054 3.187 -8.580 -0.2 0.4 -0.3 0.078
H -26.265 3.887 -6.238 -1.3 0.2 0.1 0.107
H -28.407 2.659 -5.732 0.4 -0.3 -0.1 0.084
H -26.959 1.521 -5.441 -0.3 1.2 -0.2 0.085
H -27.864 1.327 -6.871 -0.1 1.0 0.4 0.100
H -24.806 3.289 -7.435 -1.5 -0.7 -0.2 0.128
C -26.883 5.123 -0.076 0.1 -0.4 0.0 0.003
C -25.464 5.023 -0.683 -2.2 3.6 6.0 -0.648
C -24.449 4.652 0.308 0.4 0.0 2.7 -0.026
O -25.405 4.168 -1.610 0.3 -5.1 -6.5 -0.065
H -27.016 6.140 0.179 -0.4 1.0 1.0 0.070
H -27.178 4.417 0.692 0.7 0.0 0.7 0.093
H -27.666 4.914 -0.775 -0.2 0.2 -1.2 0.063
H -25.330 6.012 -1.041 0.8 1.5 -0.5 0.112
H -24.707 5.306 1.235 1.6 -1.0 -1.4 0.135
H -23.424 4.588 -0.136 -0.5 0.9 0.8 0.084
H -24.611 3.600 0.619 -0.3 0.5 0.0 0.096
H -25.918 4.529 -2.358 -0.5 -1.1 -0.5 0.064
C -28.053 0.027 -1.188 0.7 -2.1 1.5 -0.047
C -27.369 1.338 -1.420 -3.8 -0.8 -5.6 -0.611
C -28.392 2.446 -1.894 -0.2 -1.6 0.0 -0.010
O -26.787 1.779 -0.378 3.5 2.3 6.3 0.004
H -27.353 -0.897 -1.097 -0.9 1.7 -0.1 0.110
H -28.782 -0.237 -1.919 -0.4 0.0 -0.9 0.060
H -28.612 0.073 -0.239 0.2 0.1 -0.1 0.088
H -26.592 1.195 -2.151 0.0 -0.3 -1.4 0.101
H -29.172 2.545 -1.138 0.1 0.0 0.1 0.095
H -28.891 2.194 -2.813 -0.3 -0.3 -0.6 0.068
H -27.958 3.406 -2.069 0.5 0.5 0.1 0.016
H -26.304 2.552 -0.691 0.3 0.2 0.6 0.066
```
Positions in Å, forces in eV/Å.

---

# 2
Molecular formula: C17H52O9
Method: DFT, ωB97M-V/def2-TZVPD

As for the lowest unoccupied orbital energy: 0.0149 Eh. As for the SMILES: CC(C)O.CC(C)O.CC(C)O.CC(C)O.CC(C)O.CO.CO.O.O. The net charge is 0.

The geometry in XYZ format:
```
78
Properties=species:S:1:pos:R:3:forces:R:3:lowdin_charge:R:1
C 1.765 -4.052 0.064 -0.5 -0.6 0.0 -0.119
O 3.145 -3.727 0.276 -0.3 -0.2 -0.2 -0.130
H 1.126 -3.507 0.759 0.0 0.1 -0.1 0.062
H 1.445 -3.854 -0.960 0.2 0.4 0.0 0.091
H 1.577 -5.119 0.200 0.1 0.0 0.2 0.090
H 3.522 -4.445 0.788 0.2 0.1 0.0 0.088
C -1.474 -3.257 2.482 1.2 0.2 -0.2 -0.155
O -1.109 -4.243 3.443 -0.6 -0.2 0.1 -0.119
H -0.923 -3.440 1.557 -0.2 0.1 -0.2 0.054
H -2.533 -3.250 2.240 0.0 -0.2 0.4 0.079
H -1.131 -2.285 2.846 -0.4 0.2 -0.1 0.064
H -0.155 -4.188 3.535 0.0 -0.1 0.1 0.067
C -2.372 0.858 3.092 0.6 -0.7 0.9 -0.038
C -2.493 1.525 1.767 0.9 0.2 -0.9 -0.451
C -3.177 2.851 1.839 -0.9 1.0 0.0 -0.050
O -1.158 1.701 1.201 -0.4 -0.3 -0.3 -0.106
H -3.310 0.801 3.644 0.0 0.2 0.0 0.092
H -1.614 1.380 3.684 -0.3 0.4 0.2 0.086
H -1.949 -0.148 3.060 -0.3 -0.1 -0.5 0.065
H -2.990 0.912 1.013 -0.1 -0.2 0.2 0.129
H -3.219 3.359 0.875 0.3 -0.1 -0.1 0.066
H -2.729 3.539 2.560 0.3 -0.1 0.0 0.090
H -4.228 2.776 2.130 0.0 -0.3 0.1 0.088
H -0.583 2.204 1.802 -0.1 0.2 0.2 0.052
C 1.868 1.252 2.673 0.3 0.0 0.5 -0.025
C 1.892 2.715 2.262 1.3 0.2 -0.1 -0.475
C 2.221 2.944 0.783 -0.6 1.0 0.5 -0.034
O 0.676 3.327 2.632 -1.2 -0.2 0.1 -0.064
H 2.705 1.019 3.334 0.2 0.1 -0.2 0.082
H 1.942 0.604 1.802 -0.4 -0.2 0.1 0.059
H 1.008 1.046 3.311 -0.3 -0.1 -0.4 0.081
H 2.664 3.223 2.851 0.1 0.0 -0.1 0.132
H 3.297 2.957 0.622 0.0 -0.6 -0.2 0.085
H 1.906 3.969 0.556 0.1 0.1 -0.1 0.079
H 1.622 2.337 0.103 0.4 -0.4 0.0 0.076
H 0.646 4.228 2.296 0.1 0.0 0.0 0.104
C -1.995 3.541 -2.153 0.2 0.7 0.6 -0.054
C -1.878 2.072 -2.381 0.5 -1.1 -1.0 -0.489
C -1.615 1.740 -3.851 -1.3 0.5 0.0 -0.047
O -0.791 1.547 -1.605 -0.5 0.7 0.0 -0.088
H -1.049 4.016 -2.418 0.0 0.1 0.0 0.093
H -2.157 3.676 -1.080 0.0 0.3 0.0 0.059
H -2.802 4.049 -2.679 -0.1 -0.2 -0.1 0.088
H -2.788 1.563 -2.046 -0.1 0.0 -0.1 0.136
H -1.643 0.678 -4.090 0.5 -0.1 0.2 0.075
H -0.746 2.263 -4.249 0.3 -0.3 0.2 0.090
H -2.471 2.153 -4.396 0.0 0.0 -0.1 0.081
H -0.987 1.865 -0.708 0.5 -0.4 0.3 0.046
C 4.702 -0.612 0.510 0.4 0.4 0.0 -0.047
C 3.854 -0.301 -0.692 -0.3 -1.0 -0.7 -0.468
C 4.567 -0.518 -2.028 0.1 1.3 0.0 -0.037
O 2.690 -1.135 -0.678 -0.5 0.2 0.2 -0.097
H 5.524 0.104 0.563 0.0 0.0 0.2 0.086
H 5.131 -1.609 0.412 0.0 0.0 0.1 0.082
H 4.110 -0.561 1.423 0.1 0.0 0.0 0.072
H 3.446 0.711 -0.662 0.2 0.1 0.1 0.121
H 3.847 -0.464 -2.845 -0.1 -0.3 0.0 0.075
H 5.169 -1.423 -2.098 -0.2 -0.1 0.2 0.084
H 5.215 0.348 -2.199 0.3 -0.2 0.0 0.081
H 2.944 -2.045 -0.459 0.2 0.1 0.0 0.052
C -3.029 -2.707 -2.922 0.0 0.4 1.0 -0.040
C -2.258 -1.963 -1.793 -0.5 0.0 -0.2 -0.479
C -3.095 -1.692 -0.536 -0.1 -0.3 -0.3 -0.051
O -1.143 -2.745 -1.427 0.1 -0.3 -0.1 -0.070
H -3.083 -3.769 -2.678 0.2 -0.1 -0.2 0.076
H -2.551 -2.520 -3.881 0.1 -0.3 0.0 0.072
H -4.066 -2.373 -2.990 0.0 0.2 0.0 0.068
H -1.926 -1.015 -2.228 0.2 0.2 0.2 0.110
H -3.368 -2.659 -0.108 -0.4 0.0 -0.2 0.078
H -3.971 -1.086 -0.776 -0.1 -0.1 0.1 0.076
H -2.548 -1.205 0.273 0.3 0.2 -0.3 0.046
H -0.683 -2.231 -0.744 0.2 0.1 -0.2 0.025
O 0.002 -0.908 0.319 0.2 0.2 0.4 -0.052
H 0.934 -0.731 0.117 0.0 -0.3 -0.2 0.020
H -0.368 -0.045 0.564 -0.1 0.0 0.0 0.019
O 0.952 -0.236 -2.952 0.2 0.3 -0.3 -0.060
H 0.417 0.525 -2.683 0.0 -0.2 0.2 -0.012
H 1.628 -0.315 -2.268 -0.2 -0.3 0.1 -0.013
```
Positions in Å, forces in eV/Å.

---

Taking the records one at a time from the top gives E_HOMO values of -0.343; -0.333 Ha.
Taking the records one at a time from the top gives frontier orbital gap values of 9.0; 9.5 eV.
Taking the records one at a time from the top gives ΔE to the lowest compared entry with this formula, charge and spin values of 11.886; 0.000 eV.